# 1
{
  "formula": "C22H19AgBr2Cl4N5O2P",
  "method": "wB97M-V/def2-TZVPD",
  "total_charge": 0,
  "relative_energy_kcal_mol": 0.0,
  "orbital_gap_ev": 4.76,
  "homo_energy_ev": -5.63,
  "species": ["Ag", "Cl", "C", "C", "Cl", "C", "Cl", "C", "O", "C", "O", "C", "Cl", "Br", "C", "C", "C", "N", "C", "C", "C", "C", "C", "Br", "C", "C", "N", "H", "H", "H", "H", "H", "H", "C", "N", "C", "N", "C", "N", "C", "P", "C", "C", "H", "H", "H", "H", "H", "H", "H", "H", "H", "H", "H", "H", "H"],
  "positions_angstrom": [[-0.5951, 1.2851, -0.0022], [4.4791, 5.9216, 0.0511], [3.6403, 4.4591, -0.3304], [4.3425, 3.3371, -0.7279], [6.0719, 3.3966, -0.8080], [3.6406, 2.1650, -1.0652], [4.6223, 0.8288, -1.5985], [2.2452, 2.0709, -1.0341], [1.5182, 1.0188, -1.4041], [1.5196, 3.2431, -0.5771], [0.2371, 3.2340, -0.4834], [2.2523, 4.3955, -0.2497], [1.3499, 5.7759, 0.2732], [-7.2780, 1.1962, 1.8706], [-5.4757, 1.0338, 1.3171], [-5.1655, 0.9642, -0.0299], [-3.8311, 0.8145, -0.3584], [-2.8444, 0.7688, 0.5314], [-3.1475, 0.8682, 1.8347], [-4.4708, 0.9782, 2.2598], [-2.0185, 0.8673, 2.7970], [-2.2063, 1.0330, 4.1687], [-1.0991, 1.0169, 4.9927], [-1.3161, 1.2131, 6.8595], [0.1689, 0.8627, 4.4582], [0.2573, 0.7227, 3.0851], [-0.7969, 0.7123, 2.2794], [-5.9286, 1.0279, -0.7911], [-3.5397, 0.7148, -1.3976], [-4.7234, 1.0189, 3.3077], [-3.1848, 1.1762, 4.5994], [1.0481, 0.8616, 5.0848], [1.2224, 0.6111, 2.6022], [1.6142, -4.0344, -1.6273], [2.0353, -2.8243, -2.4466], [0.9210, -2.4839, -3.4234], [-0.3037, -2.2834, -2.7394], [-0.6485, -3.4725, -1.9717], [0.3707, -3.8082, -0.9868], [0.4711, -2.7450, 0.0357], [0.9321, -0.9673, -0.5566], [2.3507, -1.6378, -1.5868], [-0.3278, -1.0509, -1.9400], [2.3994, -4.2047, -0.8910], [1.5510, -4.8846, -2.3098], [2.8787, -3.0509, -2.9739], [0.8331, -3.3228, -4.1170], [1.2213, -1.5818, -3.9557], [-0.7741, -4.3142, -2.6590], [-1.5923, -3.3010, -1.4562], [1.2042, -3.0585, 0.7860], [-0.4929, -2.6864, 0.5510], [3.1852, -1.8935, -0.9343], [2.6624, -0.8312, -2.2356], [-0.1663, -0.1906, -2.5900], [-1.3190, -0.9663, -1.4864]]
}

# 2
{
  "formula": "C22H19BCeF9N7O5S",
  "method": "wB97M-V/def2-TZVPD",
  "total_charge": -1,
  "multiplicity": 2,
  "relative_energy_kcal_mol": 0.0,
  "orbital_gap_ev": [7.47, 8.28],
  "homo_energy_ev": [-5.06, -5.88],
  "species": ["Ce", "C", "C", "N", "N", "C", "B", "N", "C", "C", "C", "N", "N", "C", "C", "C", "N", "H", "H", "H", "H", "H", "H", "H", "H", "H", "H", "C", "C", "C", "C", "C", "C", "C", "S", "O", "O", "N", "C", "C", "O", "O", "H", "H", "H", "H", "H", "H", "H", "H", "H", "F", "C", "F", "F", "C", "O", "C", "F", "F", "F", "C", "F", "F", "F"],
  "positions_angstrom": [[-0.2356, -0.1122, 0.0066], [-4.5080, 1.2901, -0.7304], [-3.5879, 0.7959, 0.2007], [-2.8073, -0.1212, -0.3561], [-3.1981, -0.2382, -1.6437], [-4.2183, 0.6007, -1.8888], [-2.5028, -1.1830, -2.6461], [-1.9969, -2.4363, -1.9209], [-2.2406, -3.7176, -2.2420], [-1.5775, -4.5279, -1.3460], [-0.9389, -3.6303, -0.4823], [-1.1947, -2.3785, -0.8359], [-1.3180, -0.4603, -3.3480], [-1.2307, -0.1051, -4.6381], [-0.0146, 0.5142, -4.8423], [0.5927, 0.4865, -3.5834], [-0.1976, -0.1002, -2.6911], [-5.2688, 2.0348, -0.5812], [-3.4361, 1.0522, 1.2376], [-4.6716, 0.6364, -2.8654], [-3.2863, -1.4985, -3.5011], [-2.8676, -3.9547, -3.0843], [-1.5600, -5.6025, -1.3194], [-0.3052, -3.8220, 0.3676], [-2.0379, -0.3242, -5.3157], [0.3769, 0.9134, -5.7605], [1.5628, 0.8505, -3.2863], [4.1299, 6.4438, -2.1525], [3.1168, 5.5441, -1.4997], [2.9155, 5.5683, -0.1219], [1.9891, 4.7313, 0.4779], [1.2503, 3.8557, -0.3032], [1.4297, 3.8207, -1.6756], [2.3600, 4.6632, -2.2646], [0.1158, 2.7498, 0.5058], [-0.5947, 2.1053, -0.6344], [-0.7064, 3.5484, 1.3812], [0.9571, 1.6363, 1.1838], [0.8805, 1.4619, 2.6295], [-0.2883, 0.5597, 3.0909], [-0.4917, 0.4212, 4.2836], [-0.9718, 0.0201, 2.1339], [4.6051, 7.0969, -1.4218], [3.6656, 7.0710, -2.9155], [4.9123, 5.8604, -2.6412], [3.4932, 6.2516, 0.4890], [1.8356, 4.7557, 1.5488], [0.8358, 3.1423, -2.2731], [2.4982, 4.6344, -3.3393], [0.7731, 2.4163, 3.1515], [1.8103, 0.9982, 2.9644], [3.3377, -3.5327, 1.7138], [3.6889, -2.2866, 1.3729], [4.9943, -2.3244, 1.0210], [3.5955, -1.5310, 2.4644], [2.7768, -1.7417, 0.2314], [1.5507, -1.5081, 0.6922], [2.7358, -2.7782, -0.9357], [2.0791, -2.2471, -1.9816], [3.9470, -3.1642, -1.3791], [2.0866, -3.8865, -0.5777], [3.4048, -0.4129, -0.3177], [4.4418, -0.5799, -1.1550], [2.4548, 0.2577, -1.0193], [3.8106, 0.3915, 0.6604]]
}

# 3
{
  "formula": "C22H19Br2N2O6PW",
  "method": "wB97M-V/def2-TZVPD",
  "total_charge": 2,
  "multiplicity": 3,
  "relative_energy_kcal_mol": 18.3,
  "orbital_gap_ev": [6.40, 6.70],
  "homo_energy_ev": [-14.44, -14.43],
  "species": ["W", "Br", "C", "C", "C", "Br", "C", "C", "C", "C", "N", "C", "C", "O", "H", "H", "H", "H", "O", "C", "O", "C", "C", "C", "C", "C", "C", "C", "C", "C", "N", "H", "H", "H", "H", "H", "H", "C", "O", "P", "O", "C", "O", "C", "H", "H", "H", "H", "H", "H", "H", "H", "H"],
  "positions_angstrom": [[-0.7682, -0.2107, -0.6427], [-0.6830, 0.1238, 4.4131], [0.7277, -0.1853, 3.2487], [2.0477, -0.3382, 3.7662], [3.1179, -0.5748, 2.9495], [4.8233, -0.7648, 3.6863], [2.9370, -0.6842, 1.5331], [3.9230, -0.9541, 0.5739], [3.5880, -1.0542, -0.7632], [2.2633, -0.8783, -1.1522], [1.3064, -0.6114, -0.2620], [1.6295, -0.5231, 1.0580], [0.5458, -0.2665, 1.8985], [-0.6586, -0.1631, 1.2473], [2.1878, -0.2636, 4.8354], [4.9501, -1.0898, 0.8890], [4.3334, -1.2681, -1.5149], [1.9654, -0.9426, -2.1916], [-3.7579, 0.5029, -0.3188], [-2.8669, 0.9403, -0.9790], [-2.1625, 0.1840, -1.9321], [-2.1275, 2.2426, -0.7546], [-2.7402, 3.4659, -0.5169], [-1.8991, 4.5328, -0.3018], [-0.5012, 4.3612, -0.3048], [0.3850, 5.4501, -0.0879], [1.7310, 5.2489, -0.0877], [2.2558, 3.9512, -0.3075], [1.4367, 2.8809, -0.5204], [0.0389, 3.0709, -0.5254], [-0.8175, 2.0314, -0.7550], [-3.8163, 3.5536, -0.5095], [-2.3027, 5.5230, -0.1287], [-0.0326, 6.4353, 0.0740], [2.4070, 6.0767, 0.0738], [3.3292, 3.8150, -0.3154], [1.8517, 1.9001, -0.7083], [-0.4820, -4.6984, 0.8070], [-0.4062, -3.3313, 0.2793], [-1.4967, -2.6672, -0.6224], [-2.8499, -2.9970, 0.0681], [-4.1858, -2.8451, -0.5103], [-1.6043, -3.3825, -2.0159], [-0.8101, -3.0835, -3.1777], [-0.0751, -5.3733, 0.0600], [-1.5138, -4.9422, 1.0410], [0.1249, -4.7007, 1.7048], [-4.8043, -3.5755, -0.0014], [-4.1454, -3.0605, -1.5746], [-4.5270, -1.8348, -0.3130], [-1.4670, -3.1465, -4.0387], [-0.0044, -3.8086, -3.2504], [-0.4001, -2.0705, -3.1224]]
}

# 4
{
  "formula": "C22H19ClN2O5S2",
  "method": "wB97M-V/def2-TZVPD",
  "total_charge": 0,
  "orbital_gap_ev": 7.59,
  "homo_energy_ev": -8.48,
  "species": ["C", "C", "C", "C", "C", "C", "C", "Cl", "H", "N", "C", "O", "C", "O", "C", "C", "C", "C", "C", "C", "H", "H", "H", "C", "C", "C", "O", "N", "C", "S", "S", "C", "C", "C", "O", "O", "H", "H", "H", "H", "H", "H", "H", "H", "H", "H", "H", "H", "H", "H", "H"],
  "positions_angstrom": [[6.6617, 2.6817, 2.3581], [5.9532, 1.6372, 1.5573], [5.8061, 0.3365, 2.0218], [5.1543, -0.6284, 1.2792], [4.6247, -0.3114, 0.0313], [4.7546, 0.9838, -0.4567], [5.4120, 1.9313, 0.3075], [5.5613, 3.5319, -0.3270], [4.3488, 1.2433, -1.4201], [3.9837, -1.3235, -0.6886], [3.3747, -1.2622, -1.8969], [3.2731, -0.2867, -2.6042], [2.8161, -2.6289, -2.3255], [2.4761, -3.4727, -1.2489], [1.3521, -3.1797, -0.5240], [0.5968, -2.0292, -0.6716], [-0.5463, -1.8228, 0.1147], [-0.8975, -2.7844, 1.0646], [-0.1285, -3.9230, 1.2178], [0.9876, -4.1303, 0.4318], [1.5910, -5.0182, 0.5338], [-0.4047, -4.6606, 1.9554], [-1.7641, -2.6410, 1.6883], [-1.2980, -0.6155, -0.1125], [-2.4782, -0.2116, 0.4005], [-3.0723, 1.0670, -0.0154], [-2.5850, 1.8685, -0.7776], [-4.2907, 1.2610, 0.6129], [-4.7309, 0.2738, 1.4345], [-6.1476, 0.2806, 2.2397], [-3.5416, -1.0146, 1.5327], [-5.1219, 2.3821, 0.2410], [-6.1255, 1.9751, -0.8508], [-5.3729, 1.3300, -1.9927], [-4.8904, 0.2284, -1.9523], [-5.2739, 2.1335, -3.0470], [-4.7321, 1.7295, -3.7438], [-6.8290, 1.2514, -0.4355], [-6.6562, 2.8553, -1.2072], [-4.4508, 3.1602, -0.1317], [-5.6585, 2.7310, 1.1260], [-0.8667, 0.0844, -0.8212], [0.8689, -1.2729, -1.3914], [3.6038, -3.1586, -2.8714], [1.9717, -2.4721, -3.0057], [3.9689, -2.2296, -0.2343], [5.0554, -1.6324, 1.6661], [6.2132, 0.0753, 2.9873], [5.9935, 3.5169, 2.5637], [7.0158, 2.2721, 3.2999], [7.5113, 3.0727, 1.7999]]
}

# 5
{
  "formula": "C22H19F16INO7",
  "method": "wB97M-V/def2-TZVPD",
  "total_charge": -1,
  "orbital_gap_ev": 5.99,
  "homo_energy_ev": -4.26,
  "species": ["C", "C", "O", "O", "C", "O", "C", "C", "C", "O", "O", "N", "I", "C", "C", "C", "C", "C", "C", "H", "H", "H", "H", "H", "H", "H", "H", "H", "H", "H", "C", "C", "C", "F", "F", "F", "F", "O", "C", "C", "F", "F", "F", "F", "H", "H", "H", "H", "C", "C", "C", "F", "F", "F", "F", "O", "C", "C", "F", "F", "F", "F", "H", "H", "H", "H"],
  "positions_angstrom": [[7.3161, -0.1021, -1.0120], [8.1964, 1.1987, -0.6321], [9.3631, 1.3011, -1.0830], [7.7336, 2.2353, 0.2438], [7.0188, 3.2574, -0.4723], [7.4068, 3.5511, -1.6168], [5.8044, 3.9742, 0.3156], [4.3506, 3.6999, -0.2971], [4.3715, 4.3666, -1.7896], [4.1503, 5.6164, -1.9594], [4.6818, 3.6164, -2.9281], [3.9163, 2.2799, -0.3719], [4.6027, 1.0857, 1.1474], [2.4527, 2.1544, -0.5882], [1.4303, 1.8209, 0.5633], [-0.1099, 1.6485, 0.2956], [-0.7360, 1.8025, -1.1372], [0.2679, 2.1734, -2.2687], [1.8000, 2.3409, -2.0075], [7.9981, -0.8497, -1.5673], [6.4248, 0.2010, -1.6718], [6.9351, -0.6565, -0.0743], [5.8781, 3.8200, 1.4572], [6.0000, 5.1068, 0.1673], [3.5896, 4.3489, 0.2891], [1.7510, 1.6869, 1.6472], [-0.8472, 1.3721, 1.1283], [-1.8590, 1.6553, -1.3356], [-0.1574, 2.3037, -3.3225], [2.4246, 2.6050, -2.9432], [-0.5880, -3.5305, 4.1550], [0.3238, -2.3167, 4.4330], [-0.3754, -0.9591, 4.5003], [-0.9766, -0.6289, 3.3422], [0.5262, 0.0233, 4.7536], [1.3288, -2.3035, 3.5264], [0.9169, -2.5371, 5.6451], [-0.6381, -4.0062, 2.8039], [-1.5519, -3.3740, 1.9306], [-0.8559, -2.6593, 0.7676], [-0.0127, -1.7033, 1.2058], [-1.7628, -2.0434, -0.0316], [-2.3661, -2.5625, 2.6348], [-2.3411, -4.3605, 1.4438], [-0.1536, -4.3663, 4.7113], [-1.5876, -3.4079, 4.5807], [-1.1225, -0.9382, 5.2997], [-0.2821, -3.3640, 0.1614], [-6.9368, -0.1248, -1.8559], [-6.1741, -0.3327, -3.1813], [-6.5017, -1.6159, -3.9446], [-6.2021, -2.7255, -3.2443], [-5.7751, -1.6821, -5.0897], [-4.8449, -0.2309, -2.9460], [-6.4922, 0.7221, -3.9903], [-6.2452, -0.4717, -0.6494], [-6.3027, -1.8223, -0.2366], [-4.9248, -2.4932, -0.2269], [-4.3594, -2.4844, -1.4527], [-5.0233, -3.7932, 0.1475], [-7.2059, -2.4865, -0.9838], [-6.8023, -1.8039, 1.0221], [-7.0947, 0.9539, -1.7664], [-7.9445, -0.5482, -1.8835], [-7.5601, -1.6526, -4.2205], [-4.2467, -1.9845, 0.4624]]
}

# 6
{
  "formula": "C22H19F5N2O2",
  "method": "wB97M-V/def2-TZVPD",
  "total_charge": 0,
  "orbital_gap_ev": 9.64,
  "homo_energy_ev": -9.10,
  "species": ["C", "C", "O", "C", "C", "C", "N", "C", "C", "N", "C", "O", "C", "C", "C", "C", "C", "C", "C", "F", "F", "C", "C", "C", "C", "C", "C", "F", "F", "F", "C", "H", "H", "H", "H", "H", "H", "H", "H", "H", "H", "H", "H", "H", "H", "H", "H", "H", "H", "H"],
  "positions_angstrom": [[3.5114, -2.3418, -0.2681], [2.2584, -2.3708, 0.5972], [1.1713, -1.9033, -0.1951], [-0.0927, -1.6851, 0.4037], [-0.2585, -2.3352, 1.7822], [-1.0277, -2.4170, -0.4813], [-1.6556, -3.0798, -1.1713], [-0.3602, -0.1108, 0.4656], [-1.0047, 0.2355, 1.7427], [-1.4771, 0.5003, 2.7517], [0.9985, 0.6296, 0.5287], [1.5680, 0.7297, -0.7532], [2.8473, 1.2246, -0.7892], [3.2397, 2.3288, -0.0405], [4.5387, 2.8026, -0.1535], [5.4378, 2.1934, -1.0166], [5.0282, 1.1044, -1.7760], [3.7376, 0.6146, -1.6601], [-1.2440, 0.5133, -0.6805], [-0.7767, 0.0398, -1.8581], [-0.9869, 1.8601, -0.6346], [-2.7477, 0.3615, -0.6175], [-3.4199, -0.4579, -1.5143], [-4.8049, -0.5411, -1.4737], [-5.5245, 0.1962, -0.5508], [-4.8502, 1.0414, 0.3205], [-5.6252, 1.9034, 1.2686], [-6.0236, 3.0491, 0.6873], [-6.7384, 1.2888, 1.7096], [-4.9139, 2.2417, 2.3534], [-3.4704, 1.1344, 0.2860], [4.1379, -3.2018, -0.0452], [3.2366, -2.3421, -1.3188], [4.1038, -1.4496, -0.0706], [2.4006, -1.7449, 1.4795], [2.0679, -3.3911, 0.9327], [0.0117, -3.3860, 1.7172], [0.3545, -1.8556, 2.5406], [-1.3009, -2.2899, 2.0840], [0.8144, 1.6180, 0.9487], [1.6708, 0.1075, 1.2140], [2.5384, 2.8267, 0.6134], [4.8397, 3.6632, 0.4269], [6.4466, 2.5698, -1.1017], [5.7228, 0.6331, -2.4568], [3.3964, -0.2246, -2.2494], [-2.8843, -1.0296, -2.2523], [-5.3315, -1.1843, -2.1632], [-6.6019, 0.1231, -0.5176], [-2.9577, 1.8074, 0.9558]]
}

Sequential energy output: -238128.4954; -92698.7107; -189574.3141; -70534.7960; -90519.6019; -43783.8955 eV